a) {"formula": "H8O4Tl", "method": "ωB97M-V/def2-TZVPD", "elements": ["Tl", "O", "O", "O", "O", "H", "H", "H", "H", "H", "H", "H", "H"], "coordinates": [[-0.0054, -0.0313, -0.0038], [-0.1108, 2.1339, -1.7439], [0.3718, -2.1399, 1.8271], [-1.0498, 2.2520, 1.2165], [0.6811, -2.2921, -1.3112], [-1.1553, 3.2209, 1.0286], [0.4968, -3.1137, 1.6949], [0.1300, -3.1200, -1.3327], [0.5590, -1.9674, 2.7858], [-0.1247, 2.1164, -2.7365], [0.0092, 3.0820, -1.4930], [1.2399, -2.3129, -2.1362], [-1.0421, 2.1721, 2.2043]], "orbital_gap_ev": 4.8, "charge": 3, "multiplicity": 1}

=====

b) {"formula": "H8O4Tl", "method": "ωB97M-V/def2-TZVPD", "elements": ["Tl", "O", "O", "O", "O", "H", "H", "H", "H", "H", "H", "H", "H"], "coordinates": [[-2.1997, 0.2449, 2.2686], [1.8024, 3.1495, 1.6146], [0.8896, -1.0804, -1.5040], [-1.5868, -4.7275, 1.9105], [-1.2670, 2.7021, -1.9654], [1.8409, -0.9800, -1.4684], [-0.6828, 2.0819, -2.4018], [0.7389, -1.6809, -2.2341], [2.6326, 3.1068, 1.1400], [-0.6520, -4.9147, 1.9969], [1.7124, 4.0708, 1.8584], [-1.3087, 3.4513, -2.5597], [-1.9197, -5.4238, 1.3443]], "orbital_gap_ev": 1.9, "charge": 3, "multiplicity": 1}

=====

Stability ranking, top entry: a); the second entry is 53.4 kJ/mol less favorable.

=====

a) {"formula": "C28H35N8O5RbS", "method": "ωB97M-V/def2-TZVPD", "elements": ["Rb", "S", "O", "O", "O", "O", "O", "N", "N", "N", "N", "N", "N", "N", "N", "C", "C", "C", "C", "C", "C", "C", "C", "C", "C", "C", "C", "C", "C", "C", "C", "C", "C", "C", "C", "C", "C", "C", "C", "C", "C", "C", "C", "H", "H", "H", "H", "H", "H", "H", "H", "H", "H", "H", "H", "H", "H", "H", "H", "H", "H", "H", "H", "H", "H", "H", "H", "H", "H", "H", "H", "H", "H", "H", "H", "H", "H", "H"], "coordinates": [[0.3683, 0.4004, 1.3841], [-0.6135, -3.1759, 0.4528], [0.5219, 5.4974, 2.6713], [1.8636, 2.4814, 6.1017], [1.4212, 5.3431, 5.5102], [1.1680, 2.7963, 1.5630], [0.5059, 1.0342, 3.8240], [-2.3868, -0.4536, -1.0022], [1.8423, -2.3231, 0.4568], [2.8670, -4.8562, 0.8854], [1.5101, -4.6127, 0.8692], [0.2085, 0.0185, -2.6881], [0.8717, 2.4081, -1.3293], [-1.9379, 1.9068, 0.6128], [3.0101, -2.4178, -0.0887], [3.8524, -1.3470, 0.0474], [4.8641, -5.8730, 0.1024], [1.0634, -3.4220, 0.5498], [1.6077, 2.0038, -2.4965], [-0.5190, -0.9430, -3.4795], [-3.1499, 1.1303, 0.6971], [1.0057, 3.1313, 2.7604], [4.3510, 0.9761, 0.5169], [0.9180, 2.2130, 3.8866], [-2.0522, 3.2115, -0.0092], [-1.4698, 3.2306, -1.4318], [5.3321, -6.0537, -2.2440], [0.0283, 3.5753, -1.4830], [5.6857, -6.2836, -0.9228], [-2.6536, -1.2653, -2.1679], [5.2022, -1.5455, -0.2862], [-3.4740, 0.4054, -0.6132], [4.1345, -5.4033, -2.5165], [6.0990, -0.5019, -0.2044], [0.7540, 1.1286, -3.4211], [0.8916, 4.4880, 3.2934], [-2.0325, -0.6846, -3.4447], [1.3915, 2.9571, 5.0616], [1.2552, 4.4000, 4.7274], [3.2949, -4.9976, -1.5032], [3.6454, -5.2260, -0.1626], [5.6888, 0.7592, 0.2132], [3.4436, -0.0559, 0.4242], [6.6073, -6.8044, -0.6897], [-4.4280, -0.1538, -0.4742], [7.1354, -0.6680, -0.4732], [6.4029, 1.5687, 0.2870], [3.8561, -5.2217, -3.5471], [-2.2181, 0.3879, -3.4876], [5.9770, -6.3844, -3.0481], [0.2356, 4.0657, -2.4507], [-2.2207, -2.2542, -2.0064], [-1.6004, 2.2403, -1.8645], [1.3796, 0.8049, -4.2836], [0.9156, -0.4193, -2.1111], [0.2513, 4.2973, -0.6907], [4.0026, 1.9519, 0.8341], [-2.0163, 3.9711, -2.0264], [5.5138, -2.5303, -0.6033], [-0.1679, -0.9330, -4.5300], [5.1411, -6.0475, 1.1349], [1.9761, 2.8698, -3.0857], [-1.4954, 1.9857, 1.5200], [2.4757, 1.4150, -2.1861], [3.1948, -5.1630, 1.7961], [1.4716, 2.5216, -0.5242], [-2.5005, -1.1556, -4.3150], [-4.0245, 1.7548, 0.9742], [-1.5243, 3.9525, 0.5974], [-0.0732, 1.7150, -3.8331], [-3.0255, 0.3595, 1.4653], [-3.6478, 1.1316, -1.4141], [-2.0989, -1.0522, -0.2320], [2.3701, -4.4929, -1.7319], [-3.1124, 3.5166, -0.0550], [2.3936, 0.1284, 0.6031], [-3.7415, -1.3942, -2.3179], [-0.3477, -1.9428, -3.0752]], "orbital_gap_ev": 4.7, "charge": -2, "multiplicity": 1}

=====

b) {"formula": "C28H35N8O5RbS", "method": "ωB97M-V/def2-TZVPD", "elements": ["Rb", "S", "O", "O", "O", "O", "O", "N", "N", "N", "N", "N", "N", "N", "N", "C", "C", "C", "C", "C", "C", "C", "C", "C", "C", "C", "C", "C", "C", "C", "C", "C", "C", "C", "C", "C", "C", "C", "C", "C", "C", "C", "C", "H", "H", "H", "H", "H", "H", "H", "H", "H", "H", "H", "H", "H", "H", "H", "H", "H", "H", "H", "H", "H", "H", "H", "H", "H", "H", "H", "H", "H", "H", "H", "H", "H", "H", "H"], "coordinates": [[0.0334, 0.7499, 0.2980], [2.9220, 0.4208, 2.0062], [-3.1269, 4.9039, 2.2418], [-1.8636, 2.3231, 1.5020], [-3.4310, 6.4783, -0.2212], [-2.3883, 4.8695, -2.4599], [-1.4926, 2.2908, -1.3607], [5.1502, -0.0379, 0.6180], [-2.7820, -0.2427, -0.0786], [5.8090, 0.0962, -0.6365], [1.5553, -2.2784, 0.2505], [2.9718, 0.0710, -1.3935], [3.3540, 0.9409, -0.6078], [-0.7310, -1.6371, 2.0835], [-0.7171, -1.2915, -2.0278], [3.2651, 0.2280, -3.7673], [6.3600, -3.2056, -3.1375], [-3.0004, -0.6204, -1.4539], [1.7810, 1.4872, -5.1862], [3.9267, 0.3763, 0.6222], [-3.7001, -0.7417, 0.9186], [-2.4103, 4.5386, -1.2754], [6.5936, -0.8433, -2.6987], [5.5652, -2.2710, -1.0475], [-2.0961, -1.7503, -1.9300], [5.9819, -0.9905, -1.4402], [5.7620, -3.3506, -1.8921], [-2.1570, 3.2779, 0.7300], [-2.7723, 4.5585, 1.1203], [1.2516, -2.9456, 1.5008], [-1.9646, 3.2685, -0.7018], [-3.1905, -1.9311, 1.7344], [-0.2293, -2.9760, 1.8507], [1.8111, -3.1247, -0.8997], [-2.0500, -1.5867, 2.6966], [2.5036, 0.5963, -2.6644], [6.7700, -1.9339, -3.5284], [0.5972, -3.4096, -1.7842], [2.9062, 0.6879, -5.0253], [1.0021, 1.8151, -4.0860], [1.3585, 1.3656, -2.8206], [-2.9146, 5.3758, -0.1361], [0.1624, -2.2496, -2.6817], [-2.4627, -2.1272, -2.9043], [2.3058, -1.6153, 0.3878], [-4.0286, -2.3248, 2.3213], [-2.0989, -2.2621, 3.5709], [7.2333, -1.7885, -4.4981], [5.4196, -4.3288, -1.5727], [5.0772, -2.3873, -0.0901], [1.0516, -1.7143, -3.0267], [-2.5917, 0.7451, 0.0272], [1.5043, 1.8423, -6.1714], [-4.6551, -1.0230, 0.4441], [-0.7249, -0.4174, -2.5454], [-2.8092, 0.2613, -2.0750], [0.8484, -4.2583, -2.4307], [-0.7974, -3.4244, 1.0295], [3.5103, 0.4126, -5.8819], [1.6452, -3.9752, 1.5091], [0.6889, 1.5878, -2.0039], [4.1321, -0.4073, -3.6283], [-0.0643, -1.1051, 2.6323], [-2.2018, -0.5698, 3.0690], [-2.8807, -2.7354, 1.0614], [2.2431, -4.0894, -0.5775], [-0.2457, -3.7334, -1.1670], [2.5749, -2.6329, -1.5089], [-0.3733, -3.6284, 2.7337], [6.4932, -4.0566, -3.7925], [-0.3235, -2.6646, -3.5843], [1.7719, -2.4005, 2.2966], [-3.9221, 0.0763, 1.6116], [-4.0503, -0.9128, -1.6191], [-2.1477, -2.5852, -1.2242], [6.9164, 0.1418, -3.0181], [5.7894, 1.0048, -1.0707], [0.1039, 2.4135, -4.1789]], "orbital_gap_ev": 4.6, "charge": -2, "multiplicity": 1}

=====

Stability ranking, top entry: b); the second entry is 173.9 kJ/mol less favorable.

=====

a) {"formula": "C5H19NO5", "method": "ωB97M-V/def2-TZVPD", "elements": ["O", "O", "O", "O", "O", "N", "C", "C", "C", "C", "C", "H", "H", "H", "H", "H", "H", "H", "H", "H", "H", "H", "H", "H", "H", "H", "H", "H", "H", "H"], "coordinates": [[2.7811, -0.5645, 1.3123], [-0.6651, -2.7359, 1.8148], [-1.7096, -2.1196, -2.4405], [3.0220, 1.2646, -0.6865], [0.7084, 0.5397, -1.9096], [0.3397, -2.2492, -0.2540], [-0.9879, 2.5172, 0.6927], [-2.1340, 1.5273, 0.4682], [-0.2822, -1.9340, 0.9613], [-1.6998, 0.0731, 0.2458], [-0.4499, -0.4354, 0.9885], [-1.3316, -1.4136, -2.9401], [-2.8405, 1.5573, 1.3080], [-1.4786, 0.0053, -0.8690], [-1.2601, 3.5148, 0.4755], [0.5795, -1.4814, -0.8851], [3.7407, 0.7110, -0.9686], [-0.6570, 2.5675, 1.7487], [-0.9457, -2.4586, -1.9398], [3.5164, -0.5848, 1.8455], [0.2217, 0.9845, -1.2509], [-0.0117, 2.4225, 0.1480], [2.2085, -1.3084, 1.5839], [-0.4819, -0.0428, 2.0423], [-2.5586, -0.6143, 0.6654], [2.6333, 0.7998, 0.0319], [0.3583, -3.1948, -0.5740], [1.5978, 0.8268, -1.7473], [0.4528, -0.0316, 0.5805], [-2.6658, 1.8575, -0.4479]], "orbital_gap_ev": 10.3, "smiles": "CCCCC(N)=O.O.O.O.O", "multiplicity": 1}

=====

b) {"formula": "C5H19NO5", "method": "ωB97M-V/def2-TZVPD", "elements": ["O", "O", "O", "O", "O", "N", "C", "C", "C", "C", "C", "H", "H", "H", "H", "H", "H", "H", "H", "H", "H", "H", "H", "H", "H", "H", "H", "H", "H", "H"], "coordinates": [[0.7957, 2.7240, 2.3847], [1.7526, -1.3199, 2.0589], [1.4209, -3.5091, -1.1145], [-0.5067, 0.3160, 1.4270], [-1.6321, 2.3195, -0.2816], [-2.0828, -0.3672, 0.0752], [-0.0201, 0.6098, -0.9290], [-0.8392, 0.2467, 0.2597], [-2.7164, -0.6719, -1.1591], [1.1712, -0.3834, -0.9040], [2.1056, 0.1398, -2.1645], [0.3544, 1.5955, -0.8961], [0.9735, -0.9392, 1.7215], [1.4977, -1.1699, 2.9671], [-1.9079, 2.2841, 0.5877], [0.2973, 1.9949, 2.0570], [1.5535, 0.7545, -2.7560], [-2.0772, -0.1623, -1.9594], [-0.7521, 0.3550, -1.8103], [-3.6898, -0.1947, -1.1813], [1.6893, 2.4114, 2.5287], [1.6573, -3.5314, -0.1984], [0.7976, -1.3551, -1.2075], [3.0314, 0.5972, -1.7472], [-0.9044, 2.9782, -0.4701], [-2.5600, -0.9367, 0.7806], [0.5663, -2.9809, -1.0727], [-2.8825, -1.7359, -1.4977], [1.6661, -0.4717, -0.0065], [2.4194, -0.8139, -2.7801]], "orbital_gap_ev": 10.4, "smiles": "CCCC(=O)NC.O.O.O.O", "multiplicity": 1}

=====

Stability ranking, top entry: a); the second entry is 193.5 kJ/mol less favorable.

=====

a) {"formula": "C2H12O3S2", "method": "ωB97M-V/def2-TZVPD", "elements": ["S", "S", "O", "O", "O", "C", "C", "H", "H", "H", "H", "H", "H", "H", "H", "H", "H", "H", "H"], "coordinates": [[0.2950, 1.2335, 2.2291], [1.7799, 0.8637, 0.9177], [-1.1809, -2.2697, 0.8290], [1.1369, 1.3804, -2.5150], [-1.6196, -0.6599, -2.0816], [-1.1976, 1.6947, 1.3502], [2.0261, -0.9108, 0.5907], [-1.1610, 2.7120, 1.0028], [-1.3734, -1.6959, 1.6002], [2.6714, -0.6904, -0.2683], [1.3454, 1.7351, -1.6694], [-1.9234, 1.3560, 2.0844], [2.5218, -1.4517, 1.4060], [-1.3465, 1.0192, 0.5019], [1.1609, -1.5091, 0.3663], [-2.2282, -0.9695, -2.7680], [0.5816, 2.0462, -2.9505], [-1.2538, -1.4423, -1.6757], [-0.2346, -2.4415, 1.0502]], "orbital_gap_ev": 9.5, "smiles": "CSSC.O.O.O", "multiplicity": 1}

=====

b) {"formula": "C2H12O3S2", "method": "ωB97M-V/def2-TZVPD", "elements": ["S", "S", "O", "O", "O", "C", "C", "H", "H", "H", "H", "H", "H", "H", "H", "H", "H", "H", "H"], "coordinates": [[1.4523, 2.3744, 0.4090], [2.6226, 0.8699, -0.3664], [-1.6123, 1.2694, 0.2407], [-0.5744, 1.2193, -2.4865], [-2.6297, -1.5327, 2.5902], [1.8807, -0.6589, 0.3175], [1.1560, -1.5038, -0.7586], [-1.8718, 2.1770, 0.1512], [-3.5182, -1.1772, 2.5693], [1.1818, -0.3568, 1.0914], [-0.6771, 0.6268, -3.2132], [1.8378, -2.2114, -1.2238], [-0.7320, 1.2839, 0.6521], [-2.5199, -1.6342, 3.5599], [-0.7236, 0.7224, -1.6574], [2.6813, -1.2770, 0.7116], [0.6789, -0.8749, -1.5008], [0.3604, -2.0800, -0.2802], [1.0072, 2.7637, -0.8061]], "orbital_gap_ev": 9.2, "smiles": "CCSS.O.O.O", "multiplicity": 1}

=====

c) {"formula": "C2H12O3S2", "method": "ωB97M-V/def2-TZVPD", "elements": ["S", "S", "O", "O", "O", "C", "C", "H", "H", "H", "H", "H", "H", "H", "H", "H", "H", "H", "H"], "coordinates": [[-1.4148, -0.1906, -2.0644], [-1.7328, 1.4292, -0.8995], [1.9464, 2.2978, -0.4455], [-1.8024, -2.6343, 1.2972], [3.4290, 0.7326, 0.9581], [-0.0186, -1.1541, -1.4817], [-2.1388, 0.9707, 0.8418], [2.2869, 3.0394, 0.0820], [-1.2000, 0.4428, 1.3078], [0.8539, -0.6296, -1.5795], [4.0125, 0.5999, 0.1511], [2.0863, 2.5370, -1.3353], [-0.2418, -1.2829, -0.4711], [-1.6800, -3.2045, 1.9871], [-2.4908, 1.9216, 1.2030], [-0.0855, -2.0036, -2.1183], [2.8456, 0.0039, 0.9907], [-2.9238, 0.2427, 1.0904], [-1.7314, -3.1180, 0.4863]], "orbital_gap_ev": 8.6, "smiles": "CSSC.O.O.O", "multiplicity": 1}

=====

d) {"formula": "C2H12O3S2", "method": "ωB97M-V/def2-TZVPD", "elements": ["S", "S", "O", "O", "O", "C", "C", "H", "H", "H", "H", "H", "H", "H", "H", "H", "H", "H", "H"], "coordinates": [[0.3374, 2.1787, -0.1817], [0.6637, -2.0991, -0.0883], [0.3020, -1.5449, 2.9720], [3.0429, 0.2117, -0.7252], [-2.5240, 1.1141, 0.3131], [-0.5051, -0.8669, -0.4098], [-0.4695, -0.3160, -1.8155], [2.4421, 0.9680, -0.6092], [0.6908, 3.2174, 0.5907], [2.4988, -0.5539, -0.4667], [0.5239, -1.8740, 2.0919], [-0.2602, -0.0164, 0.3377], [-1.5105, -1.2061, -0.1108], [-0.6418, -1.0539, -2.5992], [-1.6461, 1.5212, 0.2483], [-3.0999, 1.7571, 0.7396], [0.5279, 0.1129, -1.9763], [0.8266, -2.0434, 3.6036], [-1.1989, 0.4936, -1.9141]], "orbital_gap_ev": 4.4, "multiplicity": 1}

=====

Stability ranking, top entry: b); the second entry is 36.0 kJ/mol less favorable.